1.
{"formula": "C3H11Cl2NSi2", "method": "wB97M-V/def2-TZVPD", "symbols": ["C", "C", "C", "N", "Si", "Si", "Cl", "Cl", "H", "H", "H", "H", "H", "H", "H", "H", "H", "H", "H"], "xyz": [[1.228, -1.124, -0.469], [1.275, 1.249, -1.422], [0.546, -0.065, -1.383], [-0.824, 0.189, -0.974], [-0.882, 0.281, 2.700], [-1.553, -0.096, 0.523], [-1.687, -2.653, 0.824], [-3.441, 0.356, 0.310], [0.360, -1.699, -0.085], [1.878, -1.792, -1.110], [1.978, -0.582, 0.174], [1.349, 1.396, -0.248], [0.813, 2.161, -1.908], [2.292, 0.958, -1.754], [0.581, -0.357, -2.529], [-1.382, 0.466, -1.842], [-2.113, 0.473, 3.552], [-0.228, 1.700, 2.714], [-0.192, -0.861, 2.926]], "forces_ev_per_angstrom": [[0.69, 0.50, -1.88], [1.24, 0.30, 3.16], [0.16, -0.18, -2.86], [-1.21, 0.19, -1.77], [-1.51, 3.76, -0.45], [0.84, -2.70, -0.38], [-0.01, 2.14, -0.16], [-2.01, 0.59, -0.26], [1.31, -0.03, 0.57], [-0.87, 0.50, 0.74], [-1.21, -0.79, 0.18], [0.22, 0.79, -2.19], [0.52, -1.42, 0.37], [-0.30, 0.97, -0.09], [-0.61, -0.31, 2.20], [0.59, -0.50, 2.22], [0.42, -0.36, -0.43], [-0.09, -1.34, 0.10], [1.83, -2.12, 0.94]], "lowdin_charge": [-0.0847, -0.1072, -0.5640, -0.1866, 0.4904, -0.2093, -0.1077, 0.3653, -0.0310, 0.0953, 0.0889, 0.1023, 0.0956, 0.0821, 0.1611, 0.1277, -0.0810, -0.0774, -0.1597], "relative_energy_ev": 4.0967, "homo_lumo_gap_ev": 9.9, "smiles": "CC(C)N[Si]([SiH3])(Cl)Cl", "energy_ha": -1675.0539, "lumo_energy_ev": 0.4}

---

2.
{"formula": "C3H11ClFOSi2", "method": "wB97M-V/def2-TZVPD", "symbols": ["Si", "O", "Si", "C", "C", "C", "Cl", "H", "H", "H", "H", "H", "H", "H", "H", "H", "H", "H", "F"], "xyz": [[-1.542, 2.081, 2.030], [-2.425, 1.125, 1.017], [-1.726, 0.680, -0.433], [-0.534, -0.738, -0.253], [0.738, -0.552, -1.099], [1.902, -1.426, -0.644], [3.019, -0.473, 0.379], [-1.595, 3.485, 1.564], [-2.140, 1.957, 3.376], [-0.133, 1.639, 2.038], [-1.000, 1.886, -0.913], [-2.848, 0.353, -1.345], [-0.263, -0.854, 0.799], [-1.065, -1.638, -0.571], [0.518, -0.784, -2.144], [1.037, 0.495, -1.078], [2.530, -1.835, -1.438], [1.590, -2.281, -0.054], [3.938, -3.120, -1.230]], "forces_ev_per_angstrom": [[-0.20, -0.02, 0.16], [0.25, 0.03, -0.09], [-0.15, -0.14, -0.05], [-0.12, 0.23, -0.25], [-0.12, -0.15, 0.03], [0.03, 0.14, -0.36], [0.00, 0.16, 0.35], [-0.01, 0.03, 0.09], [0.06, 0.08, 0.02], [0.03, 0.03, 0.06], [-0.05, 0.00, -0.10], [0.03, 0.07, -0.04], [-0.01, -0.01, 0.08], [0.09, -0.20, 0.18], [-0.06, -0.03, -0.04], [0.14, 0.01, -0.04], [0.22, -0.13, 0.12], [-0.06, -0.02, 0.07], [-0.05, -0.08, -0.19]], "lowdin_charge": [0.4810, -0.5194, 0.4902, -0.3246, -0.3555, -0.6099, 0.4958, -0.0673, -0.0728, -0.0495, -0.0136, -0.0333, 0.0723, 0.0703, 0.1028, 0.0603, 0.0204, 0.0646, -0.8118], "charge": -1, "homo_lumo_gap_ev": 6.6, "energy_ha": -1335.2664, "lumo_energy_ev": 2.9}

---

3.
{"formula": "C3H11HfO13", "method": "wB97M-V/def2-TZVPD", "symbols": ["Hf", "C", "O", "O", "O", "H", "C", "O", "O", "O", "H", "C", "O", "O", "O", "H", "O", "H", "H", "O", "H", "H", "O", "H", "H", "O", "H", "H"], "xyz": [[0.365, -1.101, -0.170], [-0.989, 0.648, -1.139], [-0.749, -0.360, -1.791], [-2.026, 1.512, -1.437], [-0.269, 0.776, -0.144], [-2.470, 1.400, -2.321], [-1.595, -1.845, 1.197], [-1.300, -2.177, 0.018], [-2.779, -1.975, 1.797], [-0.592, -1.276, 1.641], [-2.804, -1.757, 2.699], [1.340, -3.352, -0.575], [1.285, -2.781, 0.488], [2.043, -4.465, -0.764], [0.907, -2.615, -1.410], [2.284, -4.979, 0.018], [1.948, -0.281, -1.320], [2.871, -0.549, -1.038], [2.229, 0.242, -2.091], [-1.560, 5.185, -1.347], [-1.565, 5.786, -0.566], [-1.890, 4.386, -0.964], [0.046, 3.659, 1.594], [-0.878, 3.769, 1.418], [0.152, 2.836, 1.988], [1.681, -0.375, 1.262], [2.413, -0.873, 1.638], [1.900, 0.563, 1.318]], "forces_ev_per_angstrom": [[-0.42, -1.26, -0.62], [-3.42, 2.11, -2.36], [-0.89, -1.47, -3.65], [1.62, -0.77, 0.45], [-0.41, 5.15, 3.18], [0.99, -0.52, 1.09], [-0.39, 0.16, 0.02], [-5.13, -3.16, -2.16], [1.18, -1.09, -3.71], [0.19, 1.94, 5.80], [0.47, 0.75, 2.16], [3.27, -2.99, 0.28], [1.98, -1.19, 8.80], [-1.06, 0.30, -1.27], [-1.70, -0.59, -8.95], [-0.29, 0.49, 0.34], [4.48, 0.95, -1.12], [-1.37, 0.02, -0.01], [-1.09, 0.02, -0.19], [0.23, 1.31, 0.87], [0.13, -0.33, -1.01], [-0.36, -1.02, 0.11], [0.64, 2.21, -1.02], [-0.69, -0.02, -0.06], [0.03, -2.21, 1.14], [2.01, 1.28, 1.40], [0.02, -0.30, 0.36], [-0.03, 0.23, 0.13]], "lowdin_charge": [1.5651, -0.6937, 0.0275, 0.1574, -0.0243, 0.1719, -0.6308, -0.0149, 0.2455, -0.0257, 0.1197, -0.7634, -0.0123, 0.2215, 0.0259, 0.1533, -0.0472, 0.1510, 0.1482, -0.0542, 0.0608, -0.0114, -0.0089, 0.0248, -0.0171, -0.0284, 0.1309, 0.1287], "charge": 1, "homo_lumo_gap_ev": 9.9, "energy_ha": -1147.0236, "lumo_energy_ev": -3.7}